P.
DFT (ωB97M-V with the def2-TZVPD basis set) results for C3H3N3O in the gas phase.

Computed properties:
Kohn-Sham gap ... 10.0908 eV
E_LUMO ... 0.01916 hartree
Highest occupied orbital energy ... -9.5696 eV

```
! wB97M-V def2-TZVPD RIJCOSX def2/J DEFGRID3
* xyz 0 1
C 1.5284 1.0954 -0.3344
C -0.4576 0.4346 -0.0552
C 0.6458 -0.3140 -0.2439
H 2.0316 1.3905 0.6270
H 2.0795 1.0476 -1.3345
H -0.0768 2.2271 -1.0387
N 0.0367 1.6315 -0.2306
N -1.4120 -0.1722 0.5547
N 0.3827 -1.5509 -0.0230
O -0.9232 -1.4151 0.4299
*
```



Q.
DFT (ωB97M-V with the def2-TZVPD basis set) results for 2 unconnected molecules or ions with the total composition C3H3N3O.

Computed properties:
Kohn-Sham gap ... 10.1815 eV
E_LUMO ... 0.02336 hartree
Highest occupied orbital energy ... -9.5459 eV

```
! wB97M-V def2-TZVPD RIJCOSX def2/J DEFGRID3
* xyz 0 1
N -0.0983 -0.7078 1.7174
C -0.5118 -0.3490 0.6427
N 2.0459 -1.6594 0.4780
N 1.7255 -1.5187 -0.5673
O 0.7460 1.9178 -0.3608
C -0.1804 1.3828 -0.9315
C -0.6986 0.0492 -0.6013
H -0.5246 -0.5156 2.6116
H -0.7522 1.8988 -1.7270
H -1.2029 -0.5616 -1.3342
*
```



R.
DFT (ωB97M-V with the def2-TZVPD basis set) results for C3H3N3O in the gas phase.

Computed properties:
Kohn-Sham gap ... 8.7731 eV
E_LUMO ... -0.02145 hartree
Highest occupied orbital energy ... -9.3566 eV

```
! wB97M-V def2-TZVPD RIJCOSX def2/J DEFGRID3
* xyz 0 1
N -1.2261 -2.1983 1.3957
C -0.8007 -1.5934 0.4198
N -0.1905 -0.9942 -0.4590
N -0.6306 0.1820 -1.0132
O 1.8888 0.4227 0.5606
C 1.3469 1.3334 -0.0159
C 0.0974 1.2155 -0.8293
H -1.9892 -2.8502 1.2454
H 1.7564 2.3634 0.0223
H -0.2525 2.1191 -1.3264
*
```



S.
DFT (ωB97M-V with the def2-TZVPD basis set) results for a molecular structure, C3H3N3O.

Computed properties:
Kohn-Sham gap ... 10.3459 eV
E_LUMO ... 0.00345 hartree
Highest occupied orbital energy ... -10.2521 eV

```
! wB97M-V def2-TZVPD RIJCOSX def2/J DEFGRID3
* xyz 0 1
C -1.6786 -0.4097 -0.0693
C -0.9134 0.6533 -0.0531
C 0.5355 0.2128 -0.1245
H -1.2421 -1.3385 -0.1854
H -2.8789 -0.5439 0.5190
H -1.1830 1.6967 0.0690
N 1.0587 -1.0638 -0.1530
N 2.4116 -0.7869 0.0836
N 2.5555 0.4323 -0.0238
O 1.3347 1.1478 -0.0625
*
```



Short version: Q, R, S, P, most stable first.



P.
DFT (ωB97M-V with the def2-TZVPD basis set) results for a gas-phase ion, C8H13N2O (charge +1).

Computed properties:
Kohn-Sham gap ... 9.7512 eV
E_LUMO ... -0.11719 hartree
Highest occupied orbital energy ... -12.9402 eV

```
! wB97M-V def2-TZVPD RIJCOSX def2/J DEFGRID3
* xyz 1 1
C -1.5539 -2.4070 0.0664
C -0.4400 -1.5910 0.3300
C -2.8515 -1.8101 0.0387
C -1.8994 0.2666 0.2610
C -0.6249 -0.2251 0.3302
C 1.9463 0.3908 1.0806
C 1.0806 0.6100 -1.8896
C 0.6566 0.9860 0.5567
N -2.9756 -0.4975 0.2039
N 1.0544 1.5213 -0.7972
O 0.2386 2.0482 1.2230
H -1.5026 -3.4489 -0.1433
H 0.5008 -2.0628 0.5221
H -3.6635 -2.4528 -0.0003
H -2.2886 1.1934 0.6121
H 2.5143 1.2811 1.4297
H 2.5448 -0.1671 0.3190
H 1.7940 -0.3168 2.0151
H 1.3460 1.0190 -2.8545
H 1.6231 -0.3651 -1.8427
H 0.2044 0.0670 -1.9870
H 2.0452 1.7775 -0.6374
H 0.3885 2.4287 -0.9256
H -0.1376 1.7547 2.0889
*
```



Q.
DFT (ωB97M-V with the def2-TZVPD basis set) results for a gas-phase ion, C8H13N2O (charge +1).

Computed properties:
Kohn-Sham gap (spin up / spin down) ... 7.5446 / 7.5455 eV
E_LUMO (spin up / spin down) ... -0.14552 / -0.14550 hartree
Highest occupied orbital energy (spin up / spin down) ... -11.5043 / -11.5048 eV

```
! wB97M-V def2-TZVPD RIJCOSX def2/J DEFGRID3
* xyz 1 1
C -0.0223 -1.4599 1.2115
C 1.2577 0.2916 0.6994
C -1.1449 -0.8256 0.6870
C 0.2357 0.8606 -0.2185
C 1.2243 -0.9467 1.1824
C 2.4428 -1.5964 1.7881
C 0.8252 0.2638 -1.5476
C -2.1449 0.8760 -0.6623
N -1.0939 0.3349 -0.0425
N -1.9018 2.1029 -1.2025
O -3.3560 0.4274 -0.5390
H -0.2136 -2.5289 1.1936
H 2.3100 0.8232 0.6065
H -2.0351 -1.4108 0.7442
H 0.3708 1.9420 -0.3735
H 2.1263 -2.6110 1.6334
H 3.1578 -1.2625 1.0763
H 2.6653 -1.6052 2.8647
H 1.8714 0.7241 -1.7713
H 0.9793 -0.8206 -1.3973
H 0.2473 0.5868 -2.3091
H -0.9618 2.3069 -1.4428
H -2.6208 2.5507 -1.7021
H -4.2188 0.9767 -0.4786
*
```



R.
DFT (ωB97M-V with the def2-TZVPD basis set) results for a gas-phase ion, C8H13N2O (charge +1).

Computed properties:
Kohn-Sham gap ... 8.1286 eV
E_LUMO ... -0.18273 hartree
Highest occupied orbital energy ... -13.1010 eV

```
! wB97M-V def2-TZVPD RIJCOSX def2/J DEFGRID3
* xyz 1 1
C -3.4653 0.7758 -0.1772
C -2.5083 1.2260 0.6695
C 2.2558 0.4462 -0.6404
C 1.0461 1.3551 -0.4427
C 1.5142 -0.9432 -0.6784
C 0.0332 0.8819 0.6468
C 1.3317 -1.6246 0.6165
C -1.3003 0.8027 0.0667
N 0.3884 -2.5543 0.8242
N -1.5611 0.1333 -1.0559
O -2.9031 0.1334 -1.1847
H -4.5867 0.8227 -0.1698
H -2.7019 1.7720 1.5172
H 0.1998 -3.0695 1.6757
H 2.7599 0.4627 -1.5718
H 3.0034 0.6747 0.1406
H 1.3083 2.5045 -0.3068
H 0.3785 1.3400 -1.4401
H 0.5067 -0.7871 -1.1122
H 1.9464 -1.5263 -1.4591
H 0.2062 -0.1245 1.0152
H 0.2150 1.5100 1.4886
H -0.0750 -3.0226 0.0677
H 2.0082 -1.1888 1.5101
*
```



Short version: P, Q, R, most stable first.